This record from the OMol25 dataset describes a 9-piece molecular cluster, H18O9 overall at a distorted geometry. The level of theory is ωB97M-V/def2-TZVPD.

Summary:
ΔE to the lowest compared entry with this formula, charge and spin, eV: 2.8595
Orbital gap, Eh: 0.34438
Molecular weight, g/mol: 162.14
SMILES: O.O.O.O.O.O.O.O.O
Lowest unoccupied orbital energy, eV: -0.99

The geometry in XYZ format:
```
27
Properties=species:S:1:pos:R:3:forces:R:3:lowdin_charge:R:1
O 0.0066 2.1080 -1.3404 -1.3 0.0 0.7 -0.011
O -2.9957 -1.8609 -0.6768 0.1 -0.8 0.1 -0.059
O 2.2057 -0.6885 0.4918 0.6 -0.5 -0.9 -0.056
O 1.1328 -3.4788 -1.2013 0.7 -1.2 -1.5 -0.055
O -3.2274 1.0572 -1.9356 -0.4 -0.9 -0.7 -0.029
O 2.1255 0.8495 2.8341 0.5 -0.5 0.5 -0.051
O 0.1786 2.5127 1.4673 -1.0 0.2 1.7 -0.043
O -0.4685 -0.3737 -0.3917 0.6 -1.9 1.0 -0.044
O -0.5415 -0.3885 2.4791 -0.6 -0.1 -0.3 -0.055
H -2.6919 1.7427 -1.5787 0.6 0.8 0.5 -0.005
H -0.2480 2.8089 -1.9326 0.2 0.4 -0.4 0.084
H -2.6246 0.4919 -2.4396 -0.3 0.1 0.2 0.040
H 1.6427 1.4845 2.3250 -0.9 1.3 -0.1 -0.021
H 1.5055 -2.6408 -1.4323 0.0 1.4 0.3 -0.012
H 0.8658 1.7940 -1.5448 1.3 0.0 -0.7 0.054
H 0.4472 -0.4783 -0.0544 -0.7 -0.2 -0.2 0.017
H -0.5891 -0.1436 1.5441 -0.3 -0.2 0.2 -0.016
H 0.3813 -0.2924 2.7014 0.5 0.3 0.4 -0.012
H 2.4268 -0.1042 -0.2680 0.4 -0.9 0.8 0.088
H -0.5174 0.4243 -0.8685 -0.2 1.6 -0.8 -0.030
H -2.1140 -1.5219 -0.8036 0.6 1.0 -0.1 -0.029
H 2.7062 -1.5459 0.4312 -0.6 1.3 -0.2 0.112
H 2.3059 0.2223 2.1379 0.5 -0.6 -0.1 -0.022
H -2.7194 -2.7048 -0.3013 -0.6 -0.3 0.2 0.038
H 0.0895 2.3126 0.5551 -0.2 -0.1 -1.5 -0.037
H 1.4444 -3.9342 -2.0253 -0.7 -0.2 1.2 0.067
H -0.7274 2.3481 1.8280 1.2 0.1 -0.1 0.090
```
Positions in Å, forces in eV/Å.


This record from the OMol25 dataset describes a 2-piece molecular cluster, C9H14 overall at a distorted geometry. The level of theory is ωB97M-V/def2-TZVPD.

Summary:
ΔE to the lowest compared entry with this formula, charge and spin, eV: 0.5949
Orbital gap, Eh: 0.36940
Molecular weight, g/mol: 122.21
SMILES: Cc1ccccc1.CC
Lowest unoccupied orbital energy, eV: 1.03

The geometry in XYZ format:
```
23
Properties=species:S:1:pos:R:3:forces:R:3:lowdin_charge:R:1
C 1.4211 -3.0757 -1.5588 -0.8 -1.2 -1.1 -0.060
C -0.1823 0.2416 -2.4576 0.0 -0.2 -0.9 -0.093
C -0.5094 -0.1639 -0.1059 -0.2 0.0 -1.7 -0.077
C -0.6618 0.6680 -1.2401 0.2 -0.5 1.3 -0.090
C 0.6213 -1.8103 -1.5270 0.5 0.2 0.7 -0.292
C 0.4681 -0.9891 -2.6249 -0.2 0.1 0.5 -0.048
C 0.1111 -1.3795 -0.3040 0.1 0.0 1.0 -0.064
C 0.1255 2.3810 2.4539 0.0 1.8 0.3 -0.162
C -1.2760 1.9788 2.8750 -1.4 -1.0 -0.8 -0.176
H -1.0845 1.6482 -1.0897 -0.2 0.1 -0.3 0.096
H 0.2707 -1.9771 0.5880 0.0 -0.3 -0.1 0.111
H -1.8381 1.4669 2.0760 0.5 -0.1 -0.1 0.043
H 0.7673 -3.9630 -1.5302 -0.1 0.3 0.4 0.084
H 2.1376 -3.2039 -0.7549 0.2 0.3 0.0 0.077
H -1.9924 2.7840 3.0341 0.5 0.4 0.6 0.061
H 0.2146 3.4738 2.5314 -0.2 0.0 0.0 0.062
H 1.8728 -3.2366 -2.5427 0.5 0.4 0.2 0.073
H 0.8993 -1.3288 -3.5575 -0.2 0.3 -0.2 0.108
H -0.9237 0.0810 0.8570 0.1 0.2 0.1 0.072
H -0.3433 0.8511 -3.3359 0.1 0.2 0.0 0.098
H 0.3319 2.2155 1.4012 0.2 -0.6 0.1 0.047
H 0.9268 2.0830 3.1268 0.0 -0.7 -0.3 0.064
H -1.3565 1.2551 3.6858 0.3 0.3 0.3 0.064
```
Positions in Å, forces in eV/Å.


This record from the OMol25 dataset describes C5H6Cl2O4RuTi as an isolated structure at a distorted geometry. The level of theory is ωB97M-V/def2-TZVPD.

Summary:
Orbital gap (alpha / beta), Eh: 0.24386 / 0.18016
Spin multiplicity: 7
Charge: +4
Molecular weight, g/mol: 349.94
Lowest unoccupied orbital energy (alpha / beta), eV: -18.28 / -22.19

The geometry in XYZ format:
```
19
Properties=species:S:1:pos:R:3:forces:R:3:lowdin_spin:R:1
Ru 0.5277 1.3400 -2.5944 0.2 2.9 3.4 2.386
Ti 0.2104 0.2815 -0.4004 1.3 -0.3 3.5 1.022
Cl -1.1445 2.1258 -0.8439 0.8 -0.1 -0.8 0.324
Cl 2.2970 0.8979 -0.0358 -1.1 -0.1 -0.6 0.151
O -0.1084 -1.5950 -2.8114 0.8 5.4 2.5 0.499
O -1.3050 2.2879 -4.7733 3.6 -1.5 3.6 0.145
O 2.7395 0.3153 -4.3321 -3.2 3.0 2.4 0.131
O -0.6044 -0.3786 1.3166 0.4 -0.9 1.5 0.183
C -0.6603 -0.8028 3.7377 2.1 -2.8 -1.2 0.301
C 0.0486 -0.5255 -2.2605 -1.2 -8.6 -3.4 0.178
C -0.5411 1.9753 -3.9593 -7.1 4.1 -7.9 0.096
C -0.1463 -1.3168 2.3702 0.9 4.9 1.2 0.210
C 1.9701 0.9118 -3.7087 6.8 -4.1 -4.7 0.054
H 0.9423 -1.3143 2.2656 0.4 -0.9 -0.2 0.036
H -0.6034 -2.2273 2.0809 -1.0 -2.6 0.2 0.092
H -0.2779 0.1992 3.9395 -0.1 1.6 -0.7 0.084
H -1.7229 -0.7958 3.8215 -2.0 0.4 1.3 0.066
H -1.3479 0.1177 1.6705 -1.1 0.4 0.1 0.005
H -0.2736 -1.4964 4.5173 -0.5 -0.7 -0.3 0.037
```
Positions in Å, forces in eV/Å.


This record from the OMol25 dataset describes C6H7NS in the gas phase at a distorted geometry. The level of theory is ωB97M-V/def2-TZVPD.

Summary:
ΔE to the lowest compared entry with this formula, charge and spin, eV: 5.4774
Orbital gap (alpha / beta), Eh: 0.31451 / 0.26197
Molecular weight, g/mol: 125.20
Lowest unoccupied orbital energy (alpha / beta), eV: -0.66 / -0.65

The geometry in XYZ format:
```
15
Properties=species:S:1:pos:R:3:forces:R:3:lowdin_charge:R:1
S 2.2601 -0.2777 -0.5507 0.1 -0.7 -0.3 0.865
N 0.9817 1.4876 0.9599 -4.3 2.1 1.2 0.120
C -1.4808 0.5498 -0.6741 -0.5 0.0 0.4 -0.150
C -0.6244 -1.0407 1.1397 0.2 0.5 0.6 -0.061
C 2.0027 0.9813 0.6445 4.9 -0.9 -0.2 -0.708
C 0.5169 -0.7005 -1.1514 1.4 0.8 0.6 -0.389
C -2.3176 1.3505 -1.0274 -0.6 1.5 -0.6 0.139
C -0.5502 -0.3564 -0.2196 -0.4 -0.7 0.9 -0.368
H 2.9706 1.3564 1.2048 -1.2 -0.9 -1.1 0.119
H -2.8653 2.2567 -1.3287 0.5 -1.2 0.4 0.050
H 0.3574 -0.6753 1.6444 -2.1 -1.1 -0.1 0.085
H -0.7152 -2.1377 1.1329 0.9 0.1 -0.6 0.075
H 0.4199 -0.2093 -2.0824 -0.3 0.8 -0.8 0.064
H 0.6290 -1.7279 -1.3905 0.0 -1.3 0.2 0.066
H -1.5848 -0.8570 1.6986 1.2 0.9 -0.4 0.095
```
Positions in Å, forces in eV/Å.


> The highest molecular weight belongs to which entry?

C5H6Cl2O4RuTi